64
Properties=species:S:1:pos:R:3:nbo_charge:R:1 method="wB97M-V/def2-TZVPD" energy_ha=-2356.67817 relative_energy_kj_mol=0.0 e_homo_ev="-13.31 / -13.33" gap_ev="5.53 / 5.62" charge=+2 multiplicity=1
C -3.822 -1.554 -2.451 -0.2271
I 5.373 -3.837 3.648 0.2552
Os 0.054 -0.783 -0.705 0.9181
C 4.191 -2.971 2.173 -0.1515
H -0.323 1.854 2.641 0.2218
C 4.082 3.157 1.591 -0.1442
H -1.776 3.042 -2.207 0.2362
C -3.686 1.564 2.422 -0.1649
C 2.019 -2.660 1.162 -0.1315
N -1.885 -1.325 -1.085 -0.5180
C 3.980 -1.549 0.244 -0.1950
C 3.506 2.013 2.129 -0.2095
Si 0.136 1.585 -0.219 1.6085
C -1.166 2.312 -2.725 -0.1995
H 2.378 -3.904 2.863 0.2379
C -2.511 -1.965 -0.074 0.2346
H -0.837 0.916 -5.799 0.2474
C -0.649 1.100 -4.750 -0.1953
H 1.843 3.837 -0.857 0.2229
C 2.293 3.326 -0.013 -0.1940
C -1.299 1.719 2.186 -0.1490
C 0.617 0.681 -2.752 -0.2511
C 3.476 3.815 0.522 -0.1950
C -2.696 1.508 0.231 -0.2271
C 1.699 2.180 0.524 -0.5076
H 5.829 -1.925 1.255 0.2568
H -0.022 -1.197 1.827 0.4219
H 0.277 -3.634 1.946 0.2329
C 2.615 -1.814 0.226 0.2891
N -0.301 -1.792 1.048 -0.5349
I 4.830 -0.229 -1.116 0.2492
H -4.313 -1.379 -3.397 0.2606
H -4.290 -2.941 0.605 0.2468
C -3.822 1.482 1.040 -0.2053
C 4.768 -2.133 1.228 -0.2420
H -2.158 2.619 -4.598 0.2452
H -5.478 -2.577 -1.543 0.2561
C -2.426 1.684 2.995 -0.2252
H 5.007 3.536 2.004 0.2376
C -1.395 2.062 -4.070 -0.1576
H -2.173 -1.401 1.948 0.2632
H -2.325 1.775 4.069 0.2418
C -3.805 -2.426 -0.213 -0.1849
H 0.337 -3.586 0.181 0.2239
H -4.808 1.414 0.598 0.2341
H -1.878 -3.110 1.611 0.2465
H -1.966 -0.596 -3.013 0.2388
H 0.959 -0.316 -4.629 0.2445
H 1.517 0.244 -2.310 0.2585
H 3.926 4.705 0.104 0.2396
C 0.352 0.403 -4.095 -0.1732
C -0.150 1.630 -2.046 -0.5367
C 2.820 -3.233 2.137 -0.2021
H -2.816 1.440 -0.844 0.2165
O 1.866 -1.147 -0.721 -0.5866
H -4.566 1.554 3.052 0.2412
C -2.531 -1.124 -2.254 0.0845
C -4.465 -2.219 -1.414 -0.0915
C -1.417 1.629 0.790 -0.5190
C 2.322 1.527 1.602 -0.2035
C -1.759 -2.100 1.217 -0.2808
H 3.982 1.504 2.957 0.2344
C 0.563 -3.022 1.091 -0.2385
H 1.895 0.626 2.032 0.1958